1.
The following is a DFT calculation (wB97M-V/def2-TZVPD) of one molecule with the formula C23H29N3O6.

Each line ends with the natural charge from an NBO analysis.
Cartesian coordinates (Å):
C -3.6223 -3.8484 -0.2517  -0.624
C -2.7918 -2.6313 0.1045  -0.075
O -1.4956 -2.7735 -0.4896  -0.499
C -0.6264 -1.7970 -0.2730  0.838
O -0.8764 -0.8087 0.3750  -0.647
C 0.7172 -2.0897 -0.9078  -0.323
C 1.3321 -0.8027 -1.4674  -0.411
C 2.7627 -1.0800 -1.9335  -0.203
N 3.5559 -1.5951 -0.8376  -0.400
C 4.0610 -0.7540 0.0923  0.111
C 4.3162 0.6161 0.1857  0.109
N 4.2773 1.6818 -0.6411  -0.567
C 3.9329 2.9876 -0.0873  -0.247
C 2.4284 3.0873 -0.0506  -0.044
C 1.7199 2.3935 0.9254  -0.246
C 0.3405 2.3219 0.8784  -0.124
C -0.3556 2.9575 -0.1456  -0.152
C -1.8464 2.9083 -0.2466  0.657
O -2.5072 3.8535 -0.6320  -0.624
N -2.3816 1.7145 0.0952  -0.628
C -3.8011 1.4733 0.1139  -0.255
C -4.2568 1.0523 1.5217  -0.062
O -5.6381 0.8153 1.6308  -0.529
C -6.0826 -0.3876 1.0579  -0.249
C 0.3480 3.6937 -1.0922  -0.173
C 1.7291 3.7424 -1.0562  -0.179
C 4.7305 0.5035 1.5957  0.424
O 4.9872 1.2935 2.4735  -0.558
C 4.5340 -0.9946 1.4680  0.437
O 4.6837 -1.9775 2.1559  -0.559
C 3.0547 -2.8679 -0.3551  -0.222
C 1.6278 -2.6961 0.1745  -0.405
H -4.6125 -3.7552 0.1848  0.221
H -3.7171 -3.9342 -1.3306  0.216
H -3.1495 -4.7495 0.1287  0.217
H -2.6692 -2.5324 1.1888  0.191
H -3.2490 -1.7111 -0.2759  0.185
H 0.5699 -2.8222 -1.7067  0.224
H 1.3388 -0.0407 -0.6837  0.231
H 0.7309 -0.4281 -2.2975  0.221
H 2.7568 -1.8371 -2.7241  0.203
H 3.2260 -0.1781 -2.3342  0.196
H 3.9118 1.5318 -1.5736  0.385
H 4.3680 3.7603 -0.7247  0.207
H 4.3631 3.0516 0.9128  0.249
H 2.2579 1.9068 1.7260  0.225
H -0.1911 1.7816 1.6468  0.215
H -1.7771 0.9447 0.3475  0.429
H -4.2977 2.4018 -0.1775  0.242
H -4.0538 0.6930 -0.6144  0.178
H -4.0464 1.8653 2.2211  0.196
H -3.6889 0.1606 1.8336  0.153
H -7.1271 -0.4926 1.3455  0.199
H -5.5122 -1.2436 1.4420  0.155
H -6.0158 -0.3780 -0.0357  0.162
H -0.2050 4.2126 -1.8604  0.232
H 2.2688 4.2973 -1.8108  0.204
H 3.0725 -3.5798 -1.1849  0.195
H 3.7061 -3.2278 0.4414  0.254
H 1.6516 -2.0285 1.0390  0.219
H 1.2332 -3.6605 0.4956  0.224

highest occupied orbital energy: -8.1 eV
max |F|: 0.78 eV/A
2S+1: 1
net charge: 0
E_LUMO: 0.327 eV
orbital gap: 8.5 eV
energy: -41077.0275 eV
molar mass: 443.50 g/mol

---

2.
The following is a DFT calculation (wB97M-V/def2-TZVPD) of C23H29N5ReSSi as an isolated structure at a distorted geometry.

Each line ends with the natural charge from an NBO analysis.
Cartesian coordinates (Å):
Re -0.0715 0.2426 -0.4087  1.084
C -3.4414 -4.2121 -0.2057  -0.155
C -2.4150 -4.6569 -1.0307  -0.180
C -1.3955 -3.8001 -1.3992  -0.206
C -1.4052 -2.4904 -0.9315  0.134
C -2.4277 -2.0378 -0.1131  -0.246
C -3.4492 -2.9019 0.2498  -0.183
N -0.3117 -1.5990 -1.2605  -0.164
N 0.5157 -2.0035 -2.1122  -0.082
C 1.5899 -1.1198 -2.2680  0.111
C 2.5981 -1.4362 -3.1591  -0.163
C 3.6988 -0.5925 -3.2410  -0.164
C 3.7860 0.5361 -2.4306  -0.162
C 2.7635 0.8512 -1.5383  -0.208
C 1.6419 0.0303 -1.4678  -0.297
H -4.2420 -4.8848 0.0744  0.243
H -2.4059 -5.6802 -1.3820  0.244
H -0.5887 -4.1326 -2.0377  0.251
H -2.4665 -1.0138 0.2416  0.206
H -4.2524 -2.5495 0.8831  0.238
H 2.5197 -2.3299 -3.7673  0.253
H 4.4994 -0.8215 -3.9319  0.250
H 4.6564 1.1776 -2.4958  0.245
H 2.8579 1.7194 -0.8942  0.225
C -2.3615 4.8038 -3.2821  -0.440
N -2.3460 3.3775 -2.9339  -0.509
C -1.3500 2.7333 -2.3776  0.385
N -0.2284 3.3723 -2.0543  -0.765
S -1.5781 1.0192 -2.0992  -0.047
H -3.1204 4.9605 -4.0418  0.259
H -1.4043 5.1092 -3.7034  0.218
H -2.5969 5.4141 -2.4109  0.232
H -3.1897 2.8444 -3.0883  0.440
H -0.1037 4.3496 -2.2683  0.429
H 0.6068 2.8325 -1.8828  0.428
C -0.1466 -2.2658 3.1823  -1.151
Si 1.1930 -1.4561 2.2161  1.794
C 1.7485 -2.6112 0.8957  -1.160
C 2.6681 -0.9126 3.1720  -1.145
N 0.4718 0.0602 1.4400  -0.862
C 0.0994 1.2129 2.1692  0.186
C -0.2027 2.3498 1.4138  -0.272
C -0.6251 3.5226 2.0024  -0.166
C -0.7187 3.5764 3.3903  -0.184
C -0.3832 2.4660 4.1564  -0.147
C 0.0197 1.2818 3.5566  -0.238
H 0.2366 -3.2189 3.5659  0.271
H -0.9995 -2.4853 2.5330  0.251
H -0.5047 -1.6884 4.0374  0.253
H 2.4674 -3.2870 1.3746  0.278
H 2.2742 -2.1236 0.0709  0.241
H 0.9374 -3.2296 0.4999  0.247
H 3.0732 -1.7941 3.6817  0.271
H 2.4782 -0.1475 3.9252  0.256
H 3.4381 -0.5396 2.4905  0.257
H -0.0316 2.3542 0.3179  0.160
H -0.8528 4.3933 1.4019  0.230
H -1.0367 4.4910 3.8730  0.245
H -0.4370 2.5217 5.2364  0.244
H 0.2510 0.4189 4.1660  0.236

highest occupied orbital energy (spin up / spin down): -14.1 / -14.2 eV
max |F|: 1.63 eV/A
2S+1: 2
net charge: +2
E_LUMO (spin up / spin down): -7.910 / -7.942 eV
orbital gap (spin up / spin down): 6.2 / 6.3 eV
energy: -52601.0982 eV
molar mass: 621.88 g/mol

---

3.
The following is a DFT calculation (wB97M-V/def2-TZVPD) of C23H29NOSi2TeZn as an isolated structure.

Each line ends with the natural charge from an NBO analysis.
Cartesian coordinates (Å):
Zn 0.4739 1.6021 0.3941  1.252
C 4.1407 2.4958 1.1244  -1.096
Si 2.8192 1.1979 0.7001  0.685
C 3.6303 0.1073 -0.6338  -1.086
C 2.6919 0.0341 2.2213  -0.443
C 3.8366 -0.2138 2.9888  -0.222
C 3.8219 -1.0581 4.0883  -0.234
C 2.6376 -1.6845 4.4496  -0.219
C 1.4921 -1.4535 3.7035  -0.251
C 1.4848 -0.6048 2.5897  -0.333
Si -0.1485 -0.3586 1.6137  0.649
C -0.3126 -1.9494 0.5758  -1.088
C -1.5653 -0.4653 2.8744  -1.096
H 5.1183 2.0513 1.3345  0.207
H 3.8471 3.0913 1.9918  0.225
H 4.2609 3.1804 0.2810  0.228
H 4.5817 -0.3045 -0.2822  0.211
H 3.8205 0.6769 -1.5470  0.220
H 2.9800 -0.7320 -0.8928  0.224
H 4.7710 0.2707 2.7220  0.194
H 4.7274 -1.2250 4.6613  0.195
H 2.6067 -2.3464 5.3080  0.194
H 0.5724 -1.9482 4.0017  0.194
H -0.2853 -2.8384 1.2143  0.212
H 0.5062 -2.0307 -0.1433  0.224
H -1.2519 -1.9676 0.0150  0.217
H -1.6027 -1.4304 3.3889  0.207
H -2.5224 -0.3238 2.3634  0.225
H -1.4813 0.3222 3.6262  0.229
C -5.4369 2.0356 0.3521  -0.723
Te -3.4524 2.8852 0.2111  0.500
C -3.0335 1.0431 -0.7869  -0.653
C -4.3459 0.5197 -1.2998  -0.071
C -4.4047 -0.4404 -2.3052  -0.194
C -5.6252 -0.9083 -2.7688  -0.224
C -6.8037 -0.4164 -2.2248  -0.224
C -6.7517 0.5359 -1.2176  -0.240
C -5.5315 1.0099 -0.7464  0.069
H -6.2000 2.8059 0.2461  0.217
H -5.5611 1.5650 1.3287  0.218
H -2.5681 0.3562 -0.0804  0.234
H -2.3199 1.2309 -1.5857  0.237
H -3.4822 -0.8180 -2.7310  0.208
H -5.6563 -1.6492 -3.5580  0.204
H -7.7609 -0.7703 -2.5876  0.203
H -7.6709 0.9233 -0.7923  0.201
O -0.6525 2.9962 -0.3130  -0.839
N -0.0632 3.9634 -1.0966  -0.085
C 0.6051 4.9981 -0.4650  -0.070
C 0.8829 6.1482 -1.1348  -0.247
C 0.4469 6.3443 -2.4661  -0.359
C -0.3393 5.3177 -3.0359  -0.234
C -0.6066 4.1726 -2.3515  -0.075
H 0.9094 4.7892 0.5491  0.210
H 1.4489 6.9121 -0.6170  0.206
H 0.6553 7.2592 -2.9997  0.196
H -0.7535 5.4208 -4.0308  0.204
H -1.2172 3.3640 -2.7226  0.207

highest occupied orbital energy (spin up / spin down): -2.4 / -3.8 eV
max |F|: 0.10 eV/A
2S+1: 2
net charge: -1
E_LUMO (spin up / spin down): 2.377 / 2.372 eV
orbital gap (spin up / spin down): 4.7 / 6.2 eV
energy: -99325.5311 eV
molar mass: 584.65 g/mol

---

4.
The following is a DFT calculation (wB97M-V/def2-TZVPD) of C23H30BCrN7O5S as an isolated structure at a distorted geometry.

Each line ends with the natural charge from an NBO analysis.
Cartesian coordinates (Å):
Cr 0.0223 0.6712 -0.1581  0.927
N 0.4093 1.7320 2.1007  -0.879
C -0.0553 0.6334 2.8921  0.203
C -1.3914 0.5346 3.2664  -0.312
C -1.8339 -0.6070 3.9182  -0.169
C -0.9475 -1.6422 4.1966  -0.336
C 0.3850 -1.5276 3.8460  -0.180
C 0.8330 -0.3892 3.1922  -0.298
S -1.5738 -3.1608 4.9292  2.426
O -2.5922 -3.5641 3.9573  -1.063
O -2.1152 -2.7596 6.2093  -0.993
O -0.4249 -4.0451 4.9661  -1.009
H 1.4135 1.8194 2.1784  0.390
H -0.0413 2.6070 2.3308  0.386
H -2.0801 1.3406 3.0331  0.208
H -2.8697 -0.7183 4.2135  0.240
H 1.0507 -2.3451 4.0912  0.255
H 1.8707 -0.3005 2.8864  0.214
N 0.5853 2.3729 -0.8522  -0.522
C 0.7573 3.4160 -1.3261  0.609
N 0.9435 4.5891 -1.8558  -0.462
C -0.1602 5.5506 -1.9872  -0.198
C 0.2584 6.8811 -1.3767  -0.410
C 1.5585 7.3759 -2.0135  -0.401
C 2.6645 6.3292 -1.8590  -0.410
C 2.2214 4.9976 -2.4511  -0.200
H -1.0460 5.1422 -1.5046  0.224
H -0.3789 5.6766 -3.0521  0.200
H 0.4072 6.7472 -0.3020  0.207
H -0.5428 7.6086 -1.5136  0.226
H 1.8618 8.3167 -1.5540  0.225
H 1.3926 7.5719 -3.0776  0.201
H 2.9049 6.2014 -0.8006  0.208
H 3.5738 6.6526 -2.3676  0.227
H 2.9559 4.2121 -2.2856  0.229
H 2.0733 5.1087 -3.5299  0.199
O 2.3784 -1.2600 -0.3574  -0.669
B 1.4528 -0.4903 -1.0937  0.592
O 1.6708 -0.7362 -2.4623  -0.683
C 2.7021 -1.6364 -2.5469  0.282
C 3.2799 -2.1907 -3.6664  -0.274
C 4.3245 -3.0897 -3.4561  -0.220
C 4.7572 -3.4069 -2.1736  -0.223
C 4.1640 -2.8401 -1.0469  -0.236
C 3.1327 -1.9554 -1.2673  0.207
H 2.9343 -1.9360 -4.6592  0.222
H 4.8036 -3.5512 -4.3093  0.214
H 5.5681 -4.1115 -2.0454  0.215
H 4.4915 -3.0782 -0.0440  0.226
C -4.0023 -3.7256 -1.4764  -0.614
C -3.7840 -4.2527 -0.0579  -0.221
C -2.5032 -5.0765 0.0404  -0.614
C -3.8219 -3.1253 0.9798  -0.242
N -2.8578 -2.0659 0.6903  -0.148
C -1.5485 -1.9968 0.9518  0.235
N -1.1048 -0.8837 0.4139  -0.381
N -2.1776 -0.2610 -0.1246  -0.120
N -3.2274 -0.9633 0.0360  -0.009
H -4.1816 -4.5515 -2.1650  0.218
H -3.1238 -3.1822 -1.8326  0.202
H -4.8587 -3.0508 -1.5234  0.213
H -4.6268 -4.8961 0.2073  0.217
H -1.6194 -4.4587 -0.1374  0.194
H -2.5013 -5.8650 -0.7127  0.217
H -2.4115 -5.5398 1.0235  0.235
H -3.6115 -3.4796 1.9890  0.293
H -4.7989 -2.6464 0.9724  0.227
H -0.9883 -2.7252 1.5135  0.281

highest occupied orbital energy (spin up / spin down): -7.9 / -7.9 eV
max |F|: 1.63 eV/A
2S+1: 5
net charge: 0
E_LUMO (spin up / spin down): -0.392 / -0.411 eV
orbital gap (spin up / spin down): 7.5 / 7.5 eV
energy: -84939.7002 eV
molar mass: 579.41 g/mol

---

Q: What is the formula in the first record?
A: C23H29N3O6

---

Q: 2S+1 of number 2 (C23H29N5ReSSi)?
A: 2

---

Q: The lowest molar mass belongs to which entry?
A: C23H29N3O6

---

Q: Look up the energy of the third one.
A: -99325.5311 eV